(1)
3 unconnected molecules or ions with the total composition C4H14NO2 at a distorted geometry. Source: OMol25; level of theory: ωB97M-V with the def2-TZVPD basis set.

Geometry as XYZ:
```
21
C4H14NO2, DFT ωB97M-V with the def2-TZVPD basis set
C 1.192 0.843 2.391
C 1.758 0.125 1.159
C 0.849 0.037 -0.028
C 1.201 -0.731 -1.040
N 0.371 -0.749 -2.275
H 0.317 0.319 2.783
H 0.827 1.835 2.112
H 1.960 0.924 3.159
H 2.033 -0.893 1.448
H 2.681 0.655 0.903
H -0.137 0.505 -0.131
H 2.036 -1.411 -1.056
H -0.628 -0.732 -2.065
H 0.603 0.084 -2.809
H 0.532 -1.582 -2.849
H -2.856 -1.468 -1.473
H -3.311 -0.206 -2.193
O -2.620 -0.542 -1.609
H -1.611 1.296 1.611
H -3.074 0.850 1.027
O -2.122 0.840 0.935
```

Properties
Largest force on an atom   1.4 eV/A
Lowest unoccupied orbital energy   -3.25 eV
Spin multiplicity   1
Relative energy (zero: lowest compared OMol25 entry of this formula, charge and spin)   36.55 kcal per mole
HOMO-LUMO gap   0.3986 Ha
DFT total energy   -9953.17627 eV
Net charge   +1
HOMO level   -14.10 eV


(2)
A molecular structure, C11H10N2O4Pt at a distorted geometry. Source: OMol25; level of theory: ωB97M-V with the def2-TZVPD basis set.

Geometry as XYZ:
```
28
C11H10N2O4Pt, DFT ωB97M-V with the def2-TZVPD basis set
Pt 0.015 0.053 -1.801
O 0.121 3.104 -1.187
C 0.114 1.948 -1.333
C -0.081 -1.861 -1.525
O -0.090 -3.011 -1.417
C 1.982 -0.050 -1.623
O 3.090 -0.095 -1.314
C -1.945 0.157 -1.671
O -3.063 0.230 -1.383
C 0.048 0.728 -5.192
H -0.879 1.351 -5.198
H 1.028 1.262 -5.174
C -0.017 -0.623 -5.256
H 0.914 -1.250 -5.304
H -1.004 -1.155 -5.324
N -0.031 -0.101 5.549
C -0.025 -0.086 4.204
C 0.822 -0.889 3.426
C 0.803 -0.836 2.013
N -0.040 -0.042 1.309
C -0.842 0.764 2.045
C -0.865 0.758 3.460
H 0.613 -0.722 6.008
H -0.643 0.499 6.023
H 1.523 -1.576 3.861
H 1.499 -1.457 1.413
H -1.493 1.458 1.473
H -1.554 1.438 3.919
```

Properties
Largest force on an atom   5.3 eV/A
Lowest unoccupied orbital energy (alpha / beta)   -6.78 / -10.97 eV
Spin multiplicity   3
Relative energy (zero: lowest compared OMol25 entry of this formula, charge and spin)   0.00 kcal per mole
<S²>   2.058
HOMO-LUMO gap (alpha / beta)   0.2485 / 0.1533 Ha
DFT total energy   -25966.06645 eV
Net charge   +2
HOMO level (alpha / beta)   -13.54 / -15.15 eV


(3)
A molecular structure, C8H11N2 at a distorted geometry. Source: OMol25; level of theory: ωB97M-V with the def2-TZVPD basis set.

Geometry as XYZ:
```
21
C8H11N2, DFT ωB97M-V with the def2-TZVPD basis set
C -1.062 1.120 -0.615
C -0.571 -0.278 -0.324
C -1.916 0.651 0.731
C -0.309 2.213 0.051
C -1.005 1.699 1.296
C 1.899 -2.252 -1.204
C 2.058 -1.934 0.264
C 1.537 -0.891 -0.682
N -2.510 1.251 -0.423
N -1.440 -0.694 0.530
H 0.746 2.231 -0.023
H -0.644 3.160 -0.311
H -1.597 2.454 1.665
H -0.380 1.301 2.109
H 2.722 -2.261 -1.972
H 1.159 -2.912 -1.605
H 1.324 -2.445 0.830
H 3.076 -1.692 0.535
H 1.905 0.100 -0.614
H -3.131 0.744 -1.019
H -1.863 -1.564 0.779
```

Properties
Largest force on an atom   4.8 eV/A
Lowest unoccupied orbital energy   -4.04 eV
Spin multiplicity   1
Relative energy (zero: lowest compared OMol25 entry of this formula, charge and spin)   200.17 kcal per mole
HOMO-LUMO gap   0.3290 Ha
DFT total energy   -11439.14864 eV
Net charge   +1
HOMO level   -13.00 eV


(4)
3 unconnected molecules or ions with the total composition C30H34Br2N3O10P2 at a distorted geometry. Source: OMol25; level of theory: ωB97M-V with the def2-TZVPD basis set.

Geometry as XYZ:
```
81
C30H34Br2N3O10P2, DFT ωB97M-V with the def2-TZVPD basis set
C -0.093 -5.890 1.775
C 1.045 -5.370 2.779
P 0.124 -4.248 4.004
C 1.223 -3.880 5.497
C -0.247 -2.676 3.044
N 0.634 -1.878 2.325
C 2.084 -1.990 2.074
C 2.969 -2.109 3.343
C 3.996 -3.172 3.325
C 4.931 -3.385 4.415
C 4.874 -2.519 5.594
C 3.854 -1.479 5.618
C 2.902 -1.252 4.518
C -0.202 -0.865 1.780
P 0.399 0.542 0.689
N -0.960 1.249 -0.118
O 0.963 1.716 1.767
C -1.580 -1.039 2.160
C -2.838 -0.260 1.809
Br -3.894 -1.009 0.318
C -3.286 0.854 2.434
C -4.630 1.505 1.967
Br -2.284 1.615 3.913
N -1.526 -2.205 2.964
C -2.756 -2.777 3.549
O -3.198 -1.968 4.622
C -4.416 -2.558 5.141
H 0.324 -6.470 0.919
H -0.789 -6.502 2.415
H -0.688 -4.996 1.435
H 1.865 -4.841 2.237
H 1.370 -6.261 3.370
H 0.959 -4.574 6.334
H 2.300 -4.051 5.229
H 1.079 -2.800 5.776
H 2.418 -1.080 1.502
H 2.290 -2.863 1.395
H 4.068 -3.836 2.434
H 5.691 -4.192 4.294
H 5.623 -2.698 6.396
H 3.817 -0.837 6.533
H 2.147 -0.435 4.549
H -0.895 1.155 -1.132
H -1.133 2.211 0.176
H 0.233 2.259 2.123
H -5.522 0.867 2.223
H -4.796 2.512 2.422
H -4.664 1.642 0.851
H -3.526 -2.873 2.729
H -2.533 -3.831 3.882
H -4.773 -1.894 5.960
H -5.154 -2.639 4.288
H -4.193 -3.595 5.507
C 2.234 0.139 -4.689
C 1.498 0.815 -3.804
C 0.265 1.552 -4.212
O -0.388 2.140 -3.361
C -0.106 1.540 -5.621
C 0.630 0.869 -6.512
C 1.848 0.107 -6.101
O 2.480 -0.506 -6.939
O 0.307 0.847 -7.817
O 1.828 0.866 -2.497
H 3.127 -0.400 -4.405
H -0.990 2.092 -5.904
H 0.990 0.296 -8.247
H 1.139 1.414 -2.078
C 0.367 5.996 -7.433
C -0.084 7.173 -7.882
C -1.083 7.973 -7.107
O -1.453 9.046 -7.542
C -1.579 7.417 -5.848
C -1.129 6.240 -5.403
C -0.111 5.456 -6.164
O 0.282 4.395 -5.709
O -1.572 5.706 -4.247
O 0.339 7.691 -9.048
H 1.091 5.409 -7.982
H -2.313 7.996 -5.305
H -1.095 4.858 -4.150
H -0.132 8.541 -9.143
```

Properties
Largest force on an atom   4.4 eV/A
Lowest unoccupied orbital energy   -3.18 eV
Spin multiplicity   1
Relative energy (zero: lowest compared OMol25 entry of this formula, charge and spin)   0.00 kcal per mole
HOMO-LUMO gap   0.2888 Ha
DFT total energy   -215260.28916 eV
Net charge   +1
HOMO level   -11.04 eV


(5)
C21H26N2O2 in the gas phase. Source: OMol25; level of theory: ωB97M-V with the def2-TZVPD basis set.

Geometry as XYZ:
```
51
C21H26N2O2, DFT ωB97M-V with the def2-TZVPD basis set
C -4.610 -2.391 -1.246
C -3.754 -2.042 -0.031
O -4.252 -0.943 0.716
C -4.262 0.314 0.175
C -3.621 0.697 -0.998
C -3.683 2.017 -1.414
C -4.371 2.963 -0.677
C -5.006 2.582 0.494
C -4.954 1.270 0.918
C -2.265 -1.886 -0.397
O -1.780 -2.382 -1.392
N -1.567 -1.201 0.527
C -0.169 -0.857 0.386
C 0.011 0.656 0.261
C 1.496 0.995 0.162
N 2.186 0.509 1.341
C 3.540 1.027 1.484
C 4.493 0.607 0.390
C 5.221 -0.572 0.498
C 6.046 -0.990 -0.530
C 6.155 -0.234 -1.684
C 5.441 0.946 -1.800
C 4.616 1.362 -0.770
C 2.100 -0.936 1.427
C 0.640 -1.353 1.583
H -5.578 -2.767 -0.927
H -4.766 -1.518 -1.874
H -4.095 -3.151 -1.825
H -3.802 -2.875 0.685
H -3.070 -0.015 -1.592
H -3.183 2.302 -2.328
H -4.413 3.988 -1.011
H -5.547 3.311 1.079
H -5.443 0.956 1.827
H -2.062 -0.809 1.314
H 0.173 -1.352 -0.529
H -0.516 1.028 -0.619
H -0.408 1.141 1.145
H 1.618 2.079 0.115
H 1.906 0.558 -0.766
H 3.465 2.118 1.513
H 3.914 0.684 2.453
H 5.148 -1.163 1.400
H 6.607 -1.908 -0.430
H 6.799 -0.560 -2.488
H 5.527 1.545 -2.695
H 4.068 2.289 -0.864
H 2.666 -1.261 2.304
H 2.526 -1.430 0.536
H 0.571 -2.439 1.660
H 0.239 -0.910 2.496
```

Properties
Largest force on an atom   0.6 eV/A
Lowest unoccupied orbital energy   0.78 eV
Spin multiplicity   1
Relative energy (zero: lowest compared OMol25 entry of this formula, charge and spin)   35.44 kcal per mole
HOMO-LUMO gap   0.3449 Ha
DFT total energy   -29274.85943 eV
SMILES   C[C@H](Oc1ccccc1)C(=O)NC1CCN(Cc2ccccc2)CC1
HOMO level   -8.61 eV


(6)
A molecular structure, C39H40BaCl3F3N6OS. Source: OMol25; level of theory: ωB97M-V with the def2-TZVPD basis set.

Geometry as XYZ:
```
94
C39H40BaCl3F3N6OS, DFT ωB97M-V with the def2-TZVPD basis set
Ba -1.321 -0.958 0.256
N -0.232 -4.006 -2.813
C -0.314 -4.580 -1.543
C -0.538 -5.959 -1.478
C -0.680 -6.544 -0.239
C -0.614 -5.751 0.900
C -0.377 -4.404 0.730
N -0.203 -3.813 -0.470
C -0.234 -2.686 -3.254
C 0.330 -2.469 -4.520
C 0.277 -1.214 -5.074
C -0.331 -0.189 -4.358
C -0.852 -0.497 -3.123
N -0.827 -1.719 -2.556
H -0.048 -4.674 -3.541
H -0.623 -6.543 -2.387
H -0.872 -7.607 -0.164
H -0.765 -6.153 1.891
H -0.328 -3.744 1.593
H 0.799 -3.290 -5.048
H 0.705 -1.033 -6.052
H -0.393 0.817 -4.746
H -1.318 0.280 -2.533
C -4.752 -4.956 0.442
C -4.228 -4.320 1.705
C -4.771 -4.631 2.947
C -4.280 -3.999 4.091
C -4.889 -4.308 5.437
C -3.228 -3.098 4.009
C -2.586 -2.799 2.780
C -3.187 -3.409 1.640
N -1.464 -2.037 2.585
C -0.632 -1.621 3.722
C -1.247 -0.451 4.508
C 0.688 -1.124 3.111
C -0.269 -2.779 4.678
H -5.457 -5.756 0.667
H -3.937 -5.379 -0.153
H -5.270 -4.227 -0.186
H -5.583 -5.347 3.024
H -5.790 -4.913 5.334
H -5.154 -3.391 5.967
H -4.187 -4.855 6.070
H -2.897 -2.625 4.921
H -2.764 -3.227 0.654
H -1.241 0.461 3.906
H -0.692 -0.256 5.431
H -2.286 -0.652 4.771
H 0.536 -0.235 2.486
H 1.158 -1.915 2.515
H 1.375 -0.825 3.905
H -0.977 -2.905 5.495
H 0.710 -2.598 5.130
H -0.220 -3.724 4.132
F -2.659 2.461 0.059
C -2.145 1.581 1.036
F -3.103 1.645 2.028
F -1.109 2.363 1.594
Cl 8.055 3.351 -1.941
C 6.388 3.803 -1.754
C 6.052 4.873 -0.941
C 4.718 5.219 -0.811
C 3.708 4.523 -1.472
C 2.265 4.934 -1.259
C 1.662 4.342 0.012
N 1.639 2.891 -0.011
C 2.594 2.025 0.478
C 2.117 0.776 0.232
N 0.887 0.859 -0.398
C 0.644 2.143 -0.519
O 2.145 6.331 -1.084
C 2.387 7.078 -2.278
C 1.469 6.669 -3.385
C 1.845 6.015 -4.518
Cl 3.441 5.564 -4.968
S 0.531 5.630 -5.539
C -0.577 6.343 -4.444
C 0.049 6.853 -3.353
C 4.091 3.457 -2.278
Cl 2.909 2.536 -3.169
C 5.418 3.087 -2.429
H 6.826 5.426 -0.427
H 4.437 6.059 -0.188
H 1.671 4.607 -2.118
H 0.643 4.706 0.129
H 2.237 4.671 0.877
H 3.496 2.379 0.947
H 2.573 -0.170 0.473
H -0.258 2.585 -0.917
H 3.428 6.972 -2.592
H 2.219 8.115 -1.996
H -1.631 6.346 -4.669
H -0.467 7.340 -2.537
H 5.685 2.256 -3.065
```

Properties
Largest force on an atom   0.5 eV/A
Lowest unoccupied orbital energy   0.09 eV
Spin multiplicity   1
Relative energy (zero: lowest compared OMol25 entry of this formula, charge and spin)   0.00 kcal per mole
HOMO-LUMO gap   0.2292 Ha
DFT total energy   -109330.84202 eV
HOMO level   -6.15 eV


(7)
A molecular structure, C24H24BN12O3PtS. Source: OMol25; level of theory: ωB97M-V with the def2-TZVPD basis set.

Geometry as XYZ:
```
66
C24H24BN12O3PtS, DFT ωB97M-V with the def2-TZVPD basis set
Pt 0.235 0.614 0.473
C -1.416 3.193 3.315
C -0.335 2.814 2.540
N -0.762 2.053 1.521
N -2.106 1.919 1.636
C -2.512 2.591 2.718
B -2.900 1.028 0.619
N -2.457 -0.428 0.986
C -3.128 -1.541 1.298
C -2.222 -2.552 1.575
C -0.978 -1.974 1.413
N -1.135 -0.687 1.085
N -2.404 1.314 -0.819
C -3.104 1.692 -1.903
C -2.223 1.848 -2.954
C -0.971 1.544 -2.422
N -1.099 1.216 -1.140
N -4.371 1.270 0.699
C -5.029 2.460 0.796
C -6.362 2.216 0.609
C -6.433 0.828 0.379
N -5.241 0.267 0.410
H -1.410 3.825 4.184
H 0.707 3.063 2.636
H -3.553 2.613 2.989
H -4.204 -1.529 1.277
H -2.441 -3.568 1.850
H -0.003 -2.416 1.489
H -4.171 1.829 -1.852
H -2.454 2.156 -3.958
H -0.007 1.545 -2.903
H -4.508 3.388 0.965
H -7.168 2.929 0.615
H -7.305 0.224 0.184
N 7.606 -1.347 0.177
C 6.399 -0.939 -0.173
C 5.716 -1.573 -1.261
C 4.472 -1.146 -1.613
C 3.883 -0.086 -0.891
C 4.528 0.554 0.177
C 5.779 0.138 0.539
S 2.267 0.432 -1.405
O 1.898 1.602 -0.574
O 2.311 0.579 -2.815
N 1.245 -0.656 -0.798
C 0.667 -1.611 -1.690
N 1.521 -2.197 -2.518
C 0.976 -3.045 -3.390
C -0.380 -3.320 -3.403
C -1.148 -2.690 -2.441
N -0.629 -1.818 -1.574
H 8.074 -2.097 -0.316
H 8.114 -0.911 0.936
H 6.205 -2.374 -1.800
H 3.924 -1.598 -2.428
H 4.045 1.377 0.686
H 6.316 0.625 1.342
H 1.656 -3.528 -4.082
H -0.814 -4.000 -4.119
H -2.212 -2.876 -2.352
C 1.771 -0.977 2.700
C 1.545 0.346 2.038
O 2.251 1.295 2.196
H 2.627 -0.904 3.367
H 1.961 -1.708 1.911
H 0.895 -1.294 3.264
```

Properties
Largest force on an atom   0.8 eV/A
Lowest unoccupied orbital energy (alpha / beta)   -6.22 / -9.34 eV
Spin multiplicity   2
Relative energy (zero: lowest compared OMol25 entry of this formula, charge and spin)   21.41 kcal per mole
<S²>   0.786
HOMO-LUMO gap (alpha / beta)   0.2710 / 0.1565 Ha
DFT total energy   -64046.10240 eV
Net charge   +2
HOMO level (alpha / beta)   -13.60 / -13.60 eV


(8)
A molecular structure, C22H26BrN4Ru. Source: OMol25; level of theory: ωB97M-V with the def2-TZVPD basis set.

Geometry as XYZ:
```
54
C22H26BrN4Ru, DFT ωB97M-V with the def2-TZVPD basis set
Ru 0.162 -0.045 0.107
C -1.825 -1.789 -1.426
N -1.658 -1.192 -0.073
C -1.675 -2.269 0.948
C -2.748 -0.236 0.184
C -4.055 -0.651 0.320
C -5.052 0.276 0.609
C -4.735 1.617 0.780
C -3.432 2.049 0.625
C -2.428 1.129 0.290
N -1.083 1.441 0.130
C -0.530 2.653 -0.242
C -1.191 3.692 -0.916
C -0.473 4.788 -1.353
C 0.898 4.859 -1.142
C 1.575 3.824 -0.499
C 0.870 2.729 -0.051
N 1.485 1.601 0.632
C 1.258 1.682 2.104
C 2.931 1.450 0.368
H -2.763 -2.343 -1.489
H -0.998 -2.472 -1.614
H -1.826 -0.998 -2.172
H -2.582 -2.870 0.876
H -1.621 -1.831 1.944
H -0.819 -2.920 0.781
H -4.321 -1.694 0.215
H -6.073 -0.059 0.727
H -5.507 2.324 1.049
H -3.180 3.080 0.814
H -2.239 3.607 -1.152
H -0.978 5.582 -1.886
H 1.453 5.719 -1.490
H 2.642 3.895 -0.356
H 2.044 2.293 2.554
H 1.298 0.687 2.552
H 0.294 2.139 2.311
H 3.504 2.262 0.818
H 3.111 1.427 -0.704
H 3.260 0.511 0.810
C 3.265 -4.834 0.908
C 2.782 -3.717 0.032
C 3.135 -3.639 -1.316
C 2.691 -2.588 -2.105
C 1.900 -1.651 -1.484
Br 1.165 -0.138 -2.398
N 1.533 -1.685 -0.212
C 1.972 -2.708 0.536
H 4.336 -4.737 1.089
H 3.100 -5.798 0.429
H 2.759 -4.836 1.871
H 3.760 -4.406 -1.755
H 2.947 -2.504 -3.151
H 1.664 -2.707 1.574
```

Properties
Largest force on an atom   0.5 eV/A
Lowest unoccupied orbital energy (alpha / beta)   -7.14 / -8.05 eV
Spin multiplicity   2
<S²>   1.067
HOMO-LUMO gap (alpha / beta)   0.2511 / 0.2540 Ha
DFT total energy   -101806.16921 eV
Net charge   +2
HOMO level (alpha / beta)   -13.98 / -14.96 eV